The following is a DFT calculation (ωB97M-V/def2-TZVPD) of a single C3H9NOS2 molecule in a non-equilibrium geometry.

XYZ file:
```
16
Properties=species:S:1:pos:R:3:forces:R:3
N -1.138 0.907 -0.662 0.1 -0.2 -0.5
C 0.155 0.234 -0.466 0.7 0.8 -0.1
C 1.255 1.279 -0.056 -0.6 -0.6 -0.7
O 2.198 1.519 -1.104 -0.3 0.0 0.1
C 0.042 -0.841 0.605 0.0 0.0 -0.3
S -1.051 -2.161 -0.002 -0.1 -0.3 0.3
S -1.476 -3.231 1.725 0.1 0.4 -0.4
H -1.862 0.198 -0.653 -0.2 -0.1 0.2
H -1.171 1.243 -1.624 0.0 0.2 0.3
H 0.548 -0.176 -1.408 -0.1 -0.3 0.2
H 0.749 2.212 0.180 0.0 0.0 0.5
H 1.792 0.842 0.785 0.3 0.5 0.0
H 1.739 2.017 -1.796 0.2 -0.1 0.2
H -0.392 -0.386 1.499 0.1 -0.2 0.1
H 1.024 -1.277 0.807 -0.2 0.2 0.1
H -2.413 -2.378 2.171 -0.1 -0.2 0.1
```
Forces are in eV/Å.

* E_HOMO: -0.3372 hartree
* structure (SMILES): N[C@@H](CO)CSS
* energy: -1046.05767 hartree
* LUMO energy: 0.5 eV
* gap between HOMO and LUMO: 9.640 eV

The following is a DFT calculation (ωB97M-V/def2-TZVPD) of 2 unconnected molecules or ions with the total composition C4H14N2O2 in a non-equilibrium geometry.

XYZ file:
```
22
Properties=species:S:1:pos:R:3:forces:R:3
C -1.364 0.948 1.304 0.6 -0.6 0.1
O -0.673 1.548 2.378 0.0 0.5 0.4
C -0.413 0.066 0.478 0.5 0.0 0.5
C -0.885 -0.161 -0.958 -1.0 -0.3 -0.4
C 0.076 0.358 -2.035 -0.9 -0.5 -0.2
N -0.602 0.678 -3.297 0.3 -0.6 0.3
N -0.052 -1.097 1.275 -0.5 0.6 0.3
H -1.708 1.762 0.677 -0.3 0.2 0.0
H -2.190 0.342 1.684 -0.3 0.1 -0.2
H 0.487 0.670 0.452 0.3 0.2 -0.2
H -1.233 -1.189 -1.144 0.6 0.0 0.1
H -1.824 0.376 -1.084 -0.2 0.5 -0.1
H 0.501 1.247 -1.588 0.6 0.2 -0.2
H 0.812 -0.407 -2.277 0.5 0.2 0.5
H -0.309 1.559 -3.676 -0.4 0.2 -0.1
H -1.594 0.500 -3.279 0.1 0.5 -0.1
H -0.595 0.965 3.144 -0.1 -0.2 -0.5
H 0.864 -1.472 1.094 -0.1 -0.3 -0.1
H -0.812 -1.756 1.297 0.3 -0.5 -0.1
H 4.171 -2.263 1.480 0.1 0.0 0.1
H 3.844 -1.070 2.401 0.0 -0.2 -0.2
O 3.500 -1.604 1.674 -0.2 0.1 0.0
```
Forces are in eV/Å.

* E_HOMO: -0.3191 hartree
* structure (SMILES): NCC[C@H](N)CO.O
* energy: -420.76241 hartree
* LUMO energy: 0.7 eV
* gap between HOMO and LUMO: 9.431 eV

The following is a DFT calculation (ωB97M-V/def2-TZVPD) of a molecular structure, C52H51N6O3PSn in a non-equilibrium geometry.

XYZ file:
```
114
Properties=species:S:1:pos:R:3:forces:R:3
Sn -0.393 -0.485 0.307 0.1 0.2 -0.2
C -1.714 -2.306 3.360 0.5 -1.0 1.3
N -0.865 -1.124 3.287 -0.7 0.5 -0.1
C 0.341 -1.165 4.130 -0.9 -0.6 -0.1
C 1.548 -1.713 3.465 0.7 -0.5 -1.8
N 1.656 -2.093 2.198 -0.4 0.4 1.1
C 2.994 -2.400 2.027 0.8 -0.1 0.6
C 3.693 -2.719 0.872 1.0 -0.3 0.2
C 5.093 -2.845 0.952 -0.5 0.4 -0.5
C 5.772 -2.590 2.143 0.1 -0.2 0.7
C 5.091 -2.329 3.344 0.3 -0.2 -0.6
C 3.718 -2.254 3.250 -1.6 0.9 -0.7
N 2.729 -1.788 4.133 0.8 -0.2 0.6
C -2.047 -2.950 2.086 0.0 -0.1 -2.2
N -1.669 -2.487 0.885 -0.1 -0.9 0.8
C -2.091 -3.458 -0.036 -0.9 -0.5 0.2
C -1.873 -3.542 -1.404 -0.1 0.0 0.1
C -2.466 -4.610 -2.064 0.2 0.1 -0.8
C -3.280 -5.535 -1.420 -0.3 -0.5 0.4
C -3.467 -5.508 -0.035 -0.2 -0.6 -0.3
C -2.867 -4.473 0.624 1.7 2.2 0.8
N -2.772 -4.107 1.999 0.3 0.4 -1.1
H -1.254 -3.105 3.984 0.2 0.5 -0.3
H -2.639 -2.152 3.900 -0.4 0.5 0.1
H -1.469 -0.314 3.499 0.9 -0.4 0.0
H 0.594 -0.184 4.486 -0.1 0.6 0.2
H 0.154 -1.797 5.000 0.0 0.1 0.4
H 3.169 -2.861 -0.052 -0.2 0.0 -0.3
H 5.703 -3.080 0.062 -0.6 0.1 0.5
H 6.861 -2.624 2.127 -0.3 -0.1 0.2
H 5.591 -2.197 4.295 0.2 0.1 -0.1
H 2.914 -1.496 5.092 -0.3 -0.2 -0.5
H -1.280 -2.801 -1.936 -0.2 -0.2 0.3
H -2.275 -4.740 -3.139 -0.3 0.1 0.5
H -3.779 -6.305 -2.007 0.3 0.1 0.2
H -4.006 -6.281 0.518 0.0 0.3 -0.4
H -3.141 -4.658 2.763 0.1 0.3 0.0
O -1.765 0.348 -1.037 1.3 -1.0 1.0
C -3.041 0.835 -0.764 -0.3 0.4 1.0
C -3.173 1.404 0.712 -0.1 -0.5 -0.9
C -2.222 2.475 1.051 1.0 0.8 0.8
C -2.608 3.816 1.048 -1.0 -0.8 -0.9
C -1.714 4.831 1.323 0.0 -0.3 0.2
C -0.422 4.448 1.616 0.7 -0.5 -0.2
C -0.076 3.058 1.632 -0.3 1.9 0.0
C 1.314 2.682 2.014 0.5 -0.4 1.0
C 2.314 2.310 0.905 0.1 1.6 -0.6
O 2.533 0.959 0.740 0.2 1.1 0.3
C 3.788 2.222 1.379 -0.4 -0.6 -0.7
C 4.844 2.184 0.418 0.7 -1.8 0.0
C 6.091 1.621 0.761 -1.4 1.3 -0.9
C 6.398 1.439 2.095 0.6 -0.8 0.3
C 5.443 1.701 3.082 -1.2 1.0 0.0
C 4.146 2.072 2.727 0.8 -1.2 0.9
C 2.200 3.219 -0.335 0.0 0.5 0.0
C 1.597 2.751 -1.505 0.3 -0.3 0.8
C 1.478 3.537 -2.625 -0.1 0.8 -0.4
C 1.938 4.857 -2.621 0.2 0.0 -0.4
C 2.498 5.369 -1.458 0.6 -0.1 1.1
C 2.648 4.568 -0.305 -0.7 -1.0 -1.1
N -0.960 2.097 1.430 -1.2 0.1 -0.9
C -3.306 1.935 -1.790 -1.2 -0.1 0.6
C -4.608 2.375 -1.952 -0.4 0.7 -0.6
C -4.940 3.365 -2.892 -0.9 -0.2 0.8
C -3.973 3.907 -3.705 0.5 0.0 -0.4
C -2.664 3.447 -3.537 -0.6 0.7 -0.6
C -2.349 2.534 -2.571 1.9 -0.6 0.3
C -4.093 -0.283 -0.857 0.5 -1.0 -0.2
C -4.750 -0.893 0.240 0.5 0.9 -0.3
C -5.687 -1.880 0.036 -0.5 -0.8 -0.3
C -5.957 -2.325 -1.275 -0.7 -0.3 1.2
C -5.245 -1.823 -2.325 0.7 0.5 -0.7
C -4.269 -0.846 -2.116 -0.4 0.2 0.0
H -2.981 0.541 1.352 0.0 0.1 0.2
H -4.217 1.716 0.838 0.3 0.0 0.1
H -3.642 4.016 0.730 0.5 0.1 0.3
H -2.061 5.863 1.327 0.3 -0.2 0.0
H 0.343 5.215 1.791 -0.3 -0.5 0.1
H 1.249 1.780 2.662 0.1 0.7 -0.1
H 1.708 3.557 2.574 0.1 -0.7 -0.2
H 4.624 2.416 -0.610 -0.1 -0.1 -0.2
H 6.759 1.372 -0.053 0.3 0.2 0.2
H 7.384 1.026 2.364 -0.6 0.3 0.0
H 5.664 1.648 4.138 0.3 -0.2 0.0
H 3.403 2.181 3.500 -0.1 0.0 0.1
H 1.238 1.734 -1.546 -0.1 -0.2 0.1
H 0.990 3.112 -3.493 0.1 0.1 -0.1
H 1.932 5.464 -3.540 -0.2 -0.3 0.6
H 2.914 6.382 -1.384 -0.4 -0.4 -0.3
H 3.144 4.982 0.556 0.0 0.0 0.3
H -5.401 1.957 -1.357 -0.2 -0.2 0.1
H -5.994 3.692 -2.935 0.7 -0.2 -0.1
H -4.210 4.656 -4.466 0.1 -0.3 0.3
H -1.875 3.788 -4.181 0.2 0.4 -0.1
H -1.282 2.300 -2.441 -0.6 -0.2 0.0
H -4.532 -0.562 1.254 -0.3 -0.1 -0.2
H -6.231 -2.328 0.885 0.3 0.3 -0.5
H -6.751 -3.054 -1.446 0.2 0.1 0.1
H -5.455 -2.118 -3.348 0.0 -0.2 0.1
H -3.683 -0.471 -2.959 -0.3 0.0 0.2
C 2.949 -0.915 -2.633 0.5 0.5 -0.4
P 1.402 -1.824 -2.635 0.1 -1.0 -0.2
C 0.417 -1.616 -4.122 -0.8 1.4 -0.4
C 1.830 -3.581 -2.647 0.6 -0.4 0.8
O 0.602 -1.474 -1.401 -0.3 0.2 0.4
H 3.600 -1.178 -3.493 -0.5 0.1 0.4
H 3.500 -1.157 -1.703 -0.4 0.2 -0.4
H 2.751 0.178 -2.674 0.1 -0.6 0.1
H 0.903 -2.002 -5.028 0.0 0.2 0.3
H 0.180 -0.514 -4.256 0.3 -1.2 0.1
H -0.568 -2.133 -4.014 0.8 0.3 0.1
H 2.224 -3.921 -3.622 0.0 0.3 0.5
H 0.937 -4.171 -2.409 0.0 0.2 -0.1
H 2.555 -3.797 -1.813 -0.5 0.2 -1.0
```
Forces are in eV/Å.

* E_HOMO: -0.4542 hartree
* charge: +2
* energy: -3121.56919 hartree
* LUMO energy: -8.5 eV
* gap between HOMO and LUMO: 3.898 eV